DFT (ωB97M-V/def2-TZVPD) results for a molecular structure, C20H10Cl2F3O7Ta in a non-equilibrium geometry.

ORCA input file:
```
! wB97M-V def2-TZVPD RIJCOSX def2/J DEFGRID3
* xyz 0 1
Ta 0.86 -0.08 -0.48
Cl -3.34 1.28 0.45
Cl -4.87 2.13 -4.66
F 2.05 2.64 -0.83
F 2.82 1.31 -2.46
F 0.89 2.15 -2.61
O 0.57 0.70 1.44
O 4.28 1.99 4.18
O 5.22 1.16 1.58
O -1.02 0.42 -0.69
O 0.57 -0.56 -2.66
O 1.26 2.18 4.03
O 2.67 0.01 0.16
C 2.85 0.61 1.31
C 4.08 1.01 1.99
C -0.34 -0.19 -3.43
C -1.90 0.67 -1.69
C 1.74 0.93 1.98
C -1.89 -2.33 1.99
C -2.67 0.82 -3.95
C -3.09 1.22 -1.24
C 1.73 1.63 -1.74
C -3.73 1.49 -3.52
C 0.84 -1.99 2.13
C 3.56 1.61 3.32
C -1.68 0.39 -3.07
C 0.08 -2.08 3.25
C 1.16 -2.16 -0.38
C -4.01 1.65 -2.15
C 2.00 1.68 3.23
C 0.30 -2.20 0.84
C -1.31 -2.30 3.22
C -1.12 -2.24 0.82
H -4.94 2.08 -1.78
H -1.59 -2.35 -0.15
H 0.82 -2.80 -1.21
H 0.56 -1.97 4.21
H 1.89 -1.91 2.25
H -1.88 -2.40 4.13
H 2.19 -2.31 -0.19
H -0.11 -0.17 -4.53
H -2.98 -2.39 1.87
H -2.53 0.66 -5.00
*
```

The value obtained for the strongest force on any atom is 3.413 eV Å⁻¹. The HOMO-LUMO gap comes out at 7.03 eV. For the molar mass, the calculation gives 671.14 g mol⁻¹. The calculation puts the total energy at -2571.8510 hartree. The calculation puts the LUMO energy at -1.888 eV.

Mulliken atomic charge list, values in e, 8 entries: 1.34, -0.15, -0.21, -0.28, -0.24, -0.22, -0.61, -0.50


DFT (ωB97M-V/def2-TZVPD) results for a molecular structure, C20H10Cl5N2O3Pt in a non-equilibrium geometry.

ORCA input file:
```
! wB97M-V def2-TZVPD RIJCOSX def2/J DEFGRID3
* xyz -1 3
Pt -0.62 1.49 0.62
Cl -0.85 1.00 -5.82
Cl -0.16 -1.30 -3.76
Cl -1.47 3.85 -4.78
Cl -2.15 3.09 1.14
Cl -1.41 4.52 -1.77
O 3.68 0.96 -0.70
O 1.32 0.66 0.28
O -0.55 1.12 2.69
N -0.66 -0.67 0.88
N 0.30 -1.39 0.21
C -1.58 -1.27 1.54
C -1.10 2.90 -2.28
C -2.29 -0.55 2.57
C -2.26 1.15 4.30
C 3.62 -3.06 -1.69
C -1.11 2.60 -3.65
C -1.65 0.61 3.14
C -3.44 -1.08 3.15
C 2.53 -2.51 -1.04
C -0.83 1.32 -4.12
C 4.71 -2.25 -1.99
C -4.02 -0.51 4.26
C -0.53 0.65 -1.90
C 2.51 -1.15 -0.69
C 4.71 -0.92 -1.65
C -0.52 0.30 -3.23
C 3.61 -0.35 -1.00
C -0.79 1.88 -1.38
C 1.31 -0.61 -0.03
C -3.41 0.62 4.83
H -4.92 -0.92 4.69
H 2.82 1.19 -0.27
H -1.79 2.03 4.73
H -3.87 -1.98 2.71
H -3.85 1.08 5.70
H 1.67 -3.10 -0.80
H 5.55 -0.27 -1.88
H -1.69 -2.34 1.41
H 3.62 -4.11 -1.95
H 5.57 -2.67 -2.50
*
```

The value obtained for the strongest force on any atom is 1.525 eV Å⁻¹. The HOMO-LUMO gap (alpha / beta) comes out at 7.42 / 6.68 eV. The expectation value of S² is 2.027. For the molar mass, the calculation gives 698.65 g mol⁻¹. The calculation puts the total energy at -3523.6635 hartree. The calculation puts the LUMO energy (alpha / beta) at 2.457 / 1.643 eV.

Mulliken atomic charge list, values in e, 8 entries: 1.04, -0.21, -0.20, -0.21, -0.48, -0.19, -0.74, -1.14


DFT (ωB97M-V/def2-TZVPD) results for a molecular structure, C20H12AuF12NO6S in a non-equilibrium geometry.

ORCA input file:
```
! wB97M-V def2-TZVPD RIJCOSX def2/J DEFGRID3
* xyz -2 3
Au 1.35 -0.25 -0.46
S -1.57 -0.32 -1.92
F 0.96 -3.46 3.54
F 4.40 -1.56 2.29
F -0.04 3.02 -2.98
F 3.99 -3.36 1.19
F -0.35 4.71 -1.67
F -0.30 4.08 1.21
F 1.48 4.78 0.24
F 1.64 4.12 -2.26
F 1.57 3.06 1.51
F -0.16 -2.84 1.81
F 1.39 -4.34 1.62
F 3.66 -3.33 3.29
O 1.62 1.89 -0.82
O 2.06 -1.90 0.54
O -0.72 1.04 -1.56
O -2.15 -0.01 -3.20
O -0.48 -1.29 -1.98
O -2.49 -0.53 -0.82
N 0.28 0.38 1.23
C 1.09 1.08 4.76
C -0.79 1.18 0.93
C 2.56 -0.07 6.47
C 0.82 3.66 0.59
C -0.82 1.91 -0.41
C -1.89 1.27 1.79
C 1.94 0.04 5.10
C 2.08 -2.05 1.88
C 1.73 -0.84 2.81
C 0.84 0.22 2.48
C 1.06 -3.18 2.22
C -2.06 2.71 -0.60
C -3.08 2.76 0.28
C 0.56 2.70 -0.65
C -4.35 3.49 -0.07
C -2.99 2.04 1.51
C 2.23 -0.89 4.11
C 0.56 1.16 3.49
C 3.53 -2.58 2.17
C 0.45 3.63 -1.90
H 3.52 0.44 6.53
H 2.73 -1.11 6.75
H 2.87 -1.71 4.39
H -2.15 3.18 -1.57
H -0.07 2.00 3.24
H -4.93 3.71 0.83
H 1.91 0.37 7.23
H -3.84 2.04 2.19
H 0.83 1.84 5.48
H -4.99 2.88 -0.72
H -4.16 4.43 -0.59
H -1.87 0.68 2.69
*
```

The value obtained for the strongest force on any atom is 1.235 eV Å⁻¹. The HOMO-LUMO gap (alpha / beta) comes out at 5.36 / 6.62 eV. The expectation value of S² is 2.040. For the molar mass, the calculation gives 819.33 g mol⁻¹. The calculation puts the total energy at -3007.8547 hartree. The calculation puts the LUMO energy (alpha / beta) at 4.599 / 4.560 eV.

Mulliken atomic charge list, values in e, 8 entries: 0.74, 1.20, -0.30, -0.28, -0.21, -0.27, -0.29, -0.30


DFT (ωB97M-V/def2-TZVPD) results for a molecular structure, C20H12BrClI2Ta in a non-equilibrium geometry.

ORCA input file:
```
! wB97M-V def2-TZVPD RIJCOSX def2/J DEFGRID3
* xyz 1 1
Ta -0.24 -1.29 0.07
I -2.46 0.90 -0.47
I 0.73 -3.73 -0.70
Br 1.03 1.48 0.38
Cl -2.07 -2.06 1.10
C 1.82 -0.64 -3.74
C -1.34 0.61 -5.21
C 0.44 2.56 2.95
C -2.56 1.10 -4.81
C 0.89 -0.27 -4.66
C 0.63 1.41 2.25
C 1.02 -2.30 4.18
C -0.74 0.08 -2.88
C 0.61 0.08 4.25
C -1.99 0.66 -2.54
C -0.41 0.13 -4.26
C 0.19 -0.45 -1.94
C 0.29 2.48 4.35
C -2.87 1.15 -3.44
C 1.47 -0.73 -2.38
C 0.40 1.28 4.98
C 0.80 -1.16 4.90
C 0.77 -1.09 2.08
C 0.66 0.12 2.83
C 0.97 -2.27 2.77
H 1.13 -0.23 -5.72
H -3.80 1.61 -3.12
H -1.06 0.60 -6.25
H -3.27 1.47 -5.54
H 2.23 -1.06 -1.68
H 0.78 -1.19 5.98
H 1.19 -3.25 4.67
H 0.34 1.22 6.06
H 0.44 3.52 2.44
H 1.06 -3.21 2.25
H 2.83 -0.90 -4.04
H 0.11 3.39 4.91
*
```

The value obtained for the strongest force on any atom is 2.003 eV Å⁻¹. The HOMO-LUMO gap comes out at 6.37 eV. For the molar mass, the calculation gives 802.43 g mol⁻¹. The calculation puts the total energy at -4455.7546 hartree. The calculation puts the LUMO energy at -4.948 eV.

Mulliken atomic charge list, values in e, 8 entries: 0.75, 0.20, -0.14, -0.05, -0.19, -1.09, -0.90, -0.73